No. 1
Entry from the Open Molecules 2025 dataset: C9H21I2O3P2Tl as an isolated structure at a distorted geometry (the ωB97M-V functional and the def2-TZVPD basis).

Geometry as ORCA input:
```
! RIJCOSX wB97M-V def2-TZVPD def2/J DEFGRID3
* xyz 2 1
I -3.34410 -4.30804 -4.10185
I -4.98537 -3.84009 -1.97614
Tl 0.36319 0.08713 -0.16100
P 1.12284 -1.86308 1.33156
C 0.50892 -3.51955 0.95455
C 2.91622 -1.89893 1.01494
H 3.42391 -2.64022 1.64992
H 1.49898 -2.45295 3.66292
H 3.33827 -0.89894 1.21280
H 1.27888 -0.68531 3.44237
H 0.65349 -3.73495 -0.11349
H 3.09868 -2.15259 -0.04168
C 0.92772 -1.68016 3.12712
H 1.03021 -4.28801 1.54520
H -0.13854 -1.78872 3.38446
H -0.56593 -3.56583 1.18243
P -0.92971 2.08185 -1.14041
C -2.23353 1.75632 -2.34531
C -1.64285 3.27960 0.02249
H 1.21857 3.17360 -1.33392
H 0.01931 3.91727 -2.44890
H 0.76491 2.33941 -2.85258
C 0.38756 2.96873 -2.03061
H -0.89964 3.53598 0.79451
H -1.95649 4.19424 -0.50389
H -2.59139 2.68660 -2.81148
H -3.07708 1.26482 -1.83897
H -2.52646 2.83071 0.50428
H -1.85304 1.08821 -3.13065
C -1.52887 -1.46888 -1.08845
O -2.21332 -2.17905 -1.64365
C 2.28633 2.98453 2.59944
O 1.80677 2.07961 1.54783
C 0.65530 1.45887 1.77774
O -0.06353 1.57250 2.72993
H 2.42674 2.40592 3.52818
H 1.55327 3.79946 2.71741
H 3.24746 3.38650 2.25527
*
```

ΔE to the lowest compared entry with this formula, charge and spin = 0.039 eV
strongest force on any atom = 0.0565 Eh/bohr
E_HOMO = -13.6 eV
gap between HOMO and LUMO = 0.161 Ha
E = -2031.17844 hartree


No. 2
Entry from the Open Molecules 2025 dataset: C21H41HgO13S5 as an isolated structure at a distorted geometry (the ωB97M-V functional and the def2-TZVPD basis).

Geometry as ORCA input:
```
! RIJCOSX wB97M-V def2-TZVPD def2/J DEFGRID3
* xyz 1 1
Hg -8.31442 0.80254 -2.02011
O -8.63003 4.52117 -0.50903
C -8.56861 3.36066 -1.15767
O -7.45816 2.75959 -1.27636
O -9.59280 2.82131 -1.68005
H -9.58096 4.70681 -0.70741
C -4.72652 5.27526 -0.90870
C -3.72443 5.86374 0.12952
C -2.34932 6.05780 -0.50261
S -2.71958 6.51870 -2.28459
O -1.72203 5.95739 -3.17664
O -2.94733 7.94486 -2.24833
C -4.28544 5.58488 -2.34896
H -5.73370 5.61781 -0.67815
H -4.78358 4.18500 -0.84445
H -3.75613 5.26576 1.03720
H -4.28428 6.77580 0.34407
H -1.90864 5.07155 -0.65975
H -1.68745 6.79918 -0.06783
H -3.96663 4.71038 -2.91940
H -4.91769 6.11803 -3.05878
C -11.97401 6.03611 -4.08813
C -12.78915 7.28271 -3.62705
C -12.70282 7.36454 -2.08254
S -12.44509 5.64262 -1.47583
O -13.68890 5.08197 -0.94382
O -11.16876 5.59462 -0.77814
C -12.29780 4.90057 -3.14942
H -10.90413 6.24866 -3.99706
H -12.11736 5.91478 -5.16064
H -13.77906 7.12134 -4.05486
H -12.45016 8.24153 -4.01512
H -13.61923 7.65282 -1.56937
H -11.88912 8.02039 -1.78262
H -13.29860 4.49644 -3.31412
H -11.66347 4.01587 -3.15916
C -2.62132 0.85415 -0.87558
C -2.68250 1.56674 -2.23974
C -3.55672 0.75652 -3.19325
S -4.75415 -0.21119 -2.12996
O -4.41619 -1.60813 -2.31411
O -6.09370 0.39507 -2.40043
C -4.10179 0.48079 -0.56866
H -2.24297 1.50595 -0.08962
H -1.97834 -0.02500 -0.84405
H -1.68456 1.71402 -2.64976
H -3.14107 2.55716 -2.20133
H -2.92558 0.00177 -3.66769
H -4.14509 1.13121 -4.02905
H -4.36909 -0.18025 0.25456
H -4.67961 1.39227 -0.40511
C -10.89922 2.48589 1.94873
C -10.95925 1.16831 2.71591
C -12.38858 0.56790 2.54758
S -13.51225 2.02333 2.61524
O -13.83839 2.17246 4.03506
O -14.53042 1.95258 1.59267
C -12.23063 3.23226 2.01827
H -10.63817 2.20515 0.92431
H -10.03764 3.07653 2.26522
H -10.60995 1.32333 3.73846
H -10.21729 0.46117 2.33731
H -12.80720 -0.19393 3.20015
H -12.43537 0.16827 1.53254
H -12.31973 4.16545 2.56587
H -12.44507 3.34732 0.95698
C -6.21284 1.21320 3.72737
C -7.09444 2.19704 2.91455
C -6.14550 2.85963 1.89890
S -4.52088 3.00495 2.73006
O -4.30582 4.35487 3.18661
O -3.50152 2.32337 1.95884
C -4.92666 1.88788 4.13570
H -6.06676 0.31974 3.11653
H -6.81597 0.92430 4.58804
H -7.52663 2.94473 3.58066
H -7.88320 1.69551 2.35627
H -6.43964 3.78294 1.40663
H -5.92321 2.07766 1.17059
H -5.21698 2.52889 4.96654
H -4.00156 1.31994 4.16786
*
```

ΔE to the lowest compared entry with this formula, charge and spin = 3.842 eV
strongest force on any atom = 0.0666 Eh/bohr
E_HOMO = -12.0 eV
gap between HOMO and LUMO = 0.165 Ha
E = -3946.83713 hartree


> The highest gap between HOMO and LUMO belongs to which entry?

C21H41HgO13S5